(1)
Below is 7 unconnected molecules or ions with the total composition C26H43NO21 at a distorted geometry, with properties calculated with ωB97M-V/def2-TZVPD.

Each line ends with the Mulliken charge.
Geometry (Å):
1 O 2.0864 1.1705 -0.7252  -0.494
2 O 4.6668 -2.4418 0.8394  -0.541
3 O 12.1490 -4.1178 4.7648  -0.313
4 O -3.4600 0.7999 -0.9912  -0.292
5 O -4.2854 -2.9310 -1.4226  -0.191
6 O 3.2902 -2.2086 2.6203  -0.347
7 O -1.6608 -0.1648 1.7559  -0.291
8 O 2.2257 2.9122 -2.1624  -0.361
9 O -7.9046 1.2718 -0.9399  -0.511
10 O -3.3317 3.6309 -4.4393  -0.251
11 O 3.6725 2.7752 -0.5612  -0.346
12 O 5.1844 -3.2102 2.9048  -0.343
13 O -3.4337 -4.3681 -2.7936  -0.303
14 O 10.0745 -3.3272 4.3258  -0.529
15 O -1.5713 -2.4002 2.0927  -0.551
16 O -5.5237 -3.5964 -3.1949  -0.557
17 O 11.2969 -2.6534 6.1067  -0.313
18 O -2.0287 -0.9244 3.7478  -0.355
19 O -2.9690 4.3855 -6.4324  -0.337
20 O -2.8963 2.1484 -6.0927  -0.538
21 O -5.7349 0.6015 -0.9532  -0.082
22 N -3.9166 4.8121 -1.3755  -0.377
23 C -2.6706 4.1521 -7.8084  -0.638
24 C -6.7839 1.4238 -0.6732  0.233
25 C -1.3530 -0.3877 0.3741  -0.198
26 C -4.2132 4.8997 -0.1617  -0.308
27 C -4.0280 3.5751 0.6895  -1.110
28 C -4.9482 2.4959 0.0460  0.517
29 C 2.6089 2.1842 -1.1109  0.787
30 C 2.3549 -1.5395 1.7705  -0.288
31 C -3.5401 -5.1717 -3.9676  -0.652
32 C 10.2201 -1.7931 6.4799  -0.616
33 C -6.2652 2.6558 0.1046  0.963
34 C -2.1398 -2.0243 4.6507  -0.658
35 C 6.4242 -3.6888 2.3814  -0.622
36 C 4.1932 2.0964 0.5826  -0.603
37 C 11.0728 -3.3626 4.9979  0.815
38 C -3.4507 2.5380 -3.5262  0.080
39 C 4.4059 -2.6039 2.0037  0.752
40 C -4.5165 -3.6278 -2.5359  0.705
41 C -1.7369 -1.2768 2.4889  0.854
42 C -3.0507 3.2730 -5.6930  0.697
43 C -7.0443 3.7334 0.7536  -0.743
44 C -5.3677 -2.0854 -1.0236  -0.630
45 C 1.0873 2.3926 -2.8522  -0.496
46 C -7.6254 4.7906 0.1067  -0.630
47 C 12.0496 -4.9366 3.5994  -0.616
48 C -4.5248 1.2134 -0.7113  0.064
49 H 6.2519 -4.4339 1.6051  0.309
50 H 4.5283 1.0937 0.3163  0.271
51 H 0.2191 2.3621 -2.1939  0.150
52 H -3.4521 3.5540 -8.2758  0.292
53 H 12.9775 -5.4978 3.5186  0.215
54 H 10.0299 -1.0547 5.7017  0.284
55 H 7.0229 -2.8649 1.9952  0.287
56 H 2.7898 -0.6299 1.3579  0.090
57 H -3.6770 -4.5477 -4.8503  0.291
58 H -4.1095 5.7164 -1.8162  0.206
59 H -2.9685 3.2965 0.5714  0.241
60 H 1.2988 1.4017 -3.2524  0.313
61 H -2.6072 -5.7212 -4.0689  0.223
62 H -8.4830 4.7154 -0.5791  0.289
63 H -4.2882 3.7351 1.7431  0.430
64 H -4.6184 5.8188 0.2920  0.478
65 H 1.4952 -1.2655 2.3785  0.187
66 H -2.1265 -0.9874 -0.0994  0.163
67 H -7.2808 5.8187 0.3062  0.222
68 H 2.0197 -2.2006 0.9723  0.309
69 H -0.3784 -0.8646 0.2687  0.119
70 H -1.3164 0.5782 -0.1159  0.081
71 H -2.6309 5.1216 -8.2997  0.227
72 H -1.7017 3.6653 -7.9151  0.289
73 H -3.6695 2.9098 -2.5379  -0.416
74 H -4.3585 -5.8848 -3.8732  0.293
75 H -2.5057 1.9962 -3.4812  0.289
76 H 0.8751 3.0660 -3.6793  0.249
77 H -1.1968 -2.5662 4.7155  0.277
78 H -5.5738 -1.3497 -1.7869  0.357
79 H -5.0655 -1.5754 -0.1138  0.076
80 H -4.2599 1.8758 -3.8387  0.323
81 H 3.4476 2.0528 1.3766  0.275
82 H 10.5200 -1.2752 7.3877  0.214
83 H -6.2587 -2.6779 -0.8108  0.435
84 H 11.9321 -4.3231 2.7068  0.285
85 H 6.9663 -4.1577 3.1992  0.216
86 H 5.0477 2.6681 0.9366  0.243
87 H -7.2036 3.6608 1.8440  0.376
88 H 11.2221 -5.6392 3.6921  0.287
89 H -2.9443 -2.6930 4.3459  0.293
90 H 9.3199 -2.3708 6.6870  0.289
91 H -2.3766 -1.6159 5.6305  0.239

The calculation puts the energy at -72142.816 eV. As for the SMILES: [H]/N=C/CC1=C(C=C)C(=O)OC1=O.COC(=O)OC.COC(=O)OC.COC(=O)OC.COC(=O)OC.COC(=O)OC.COC(=O)OC. The calculation puts the HOMO-LUMO gap at 0.3012 Ha. The HOMO energy comes out at -9.09 eV.

=====

(2)
Below is C6H3Cl3 in the gas phase at a distorted geometry, with properties calculated with ωB97M-V/def2-TZVPD.

Each line ends with the natural charge from an NBO analysis.
Geometry (Å):
1 Cl -0.4185 -2.4713 1.6720  0.065
2 Cl 2.8389 0.2734 -1.5095  -0.051
3 Cl -2.3795 1.9036 -0.1654  -0.040
4 C 1.0004 -0.9415 -0.0718  -0.280
5 C -0.1902 -1.2079 0.6097  -0.051
6 C -1.1249 -0.2083 0.7625  -0.278
7 C -0.9535 0.8089 -0.0992  0.058
8 C 0.2283 1.3313 -0.7470  -0.283
9 C 1.1909 0.3580 -0.6454  0.073
10 H -2.2211 -0.3089 1.2370  0.266
11 H 0.2721 2.2560 -1.1941  0.258
12 H 1.7571 -1.7934 0.1512  0.263

The calculation puts the energy at -43836.446 eV. As for the SMILES: Clc1cc(Cl)cc(Cl)c1. For the energy above the lowest of the compared OMol25 structures with the same formula, charge and spin, the calculation gives 107.3 kJ/mol. The calculation puts the HOMO-LUMO gap at 0.3615 Ha. The HOMO energy comes out at -9.56 eV.

=====

(3)
Below is 2 unconnected molecules or ions with the total composition C6H12O at a distorted geometry, with properties calculated with ωB97M-V/def2-TZVPD.

Each line ends with the natural charge from an NBO analysis.
Geometry (Å):
1 O 2.7881 0.7212 -2.2487  -0.909
2 C -0.7759 0.8495 1.6744  -0.202
3 C -2.1297 -0.9081 0.5171  -0.660
4 C -0.0765 1.9750 1.5212  -0.108
5 C 0.1278 -0.5337 -0.1841  0.112
6 C -0.8457 -0.1391 0.6273  0.098
7 C 0.2352 -1.7734 -1.0799  -0.728
8 H 0.0547 2.7428 2.1292  0.220
9 H -0.6039 -2.0091 -1.8276  0.291
10 H 0.4507 2.0144 0.6226  0.179
11 H 2.0561 1.2638 -1.9231  0.454
12 H -1.4802 0.7544 2.6177  0.268
13 H -2.6064 -0.6870 1.6517  0.237
14 H -2.7522 -0.5223 -0.1989  0.263
15 H 1.1581 -1.8266 -1.7481  0.279
16 H 0.3699 -2.6302 -0.3291  0.278
17 H -2.1273 -2.0069 0.3337  0.268
18 H 0.9075 0.1495 -0.3540  0.194
19 H 3.0575 0.1670 -1.4406  0.464

The calculation puts the energy at -8452.788 eV. The multiplicity is 2. For the energy above the lowest of the compared OMol25 structures with the same formula, charge and spin, the calculation gives 218.0 kJ/mol. The calculation puts the HOMO-LUMO gap (spin up / spin down) at 0.3642 / 0.2484 Ha. The HOMO energy (spin up / spin down) comes out at -14.93 / -14.93 eV. Its charge is +1.

=====

(4)
Below is C2H5N3 in the gas phase at a distorted geometry, with properties calculated with ωB97M-V/def2-TZVPD.

Each line ends with the natural charge from an NBO analysis.
Geometry (Å):
1 N -1.3071 -1.1426 -0.1736  -0.614
2 N 1.9095 -1.0368 0.0463  -0.636
3 N 0.1853 0.7599 -0.1358  -0.624
4 C -1.0809 0.1490 0.1799  0.204
5 C 1.4048 0.1471 -0.1975  0.256
6 H 0.2013 1.7997 0.3754  0.398
7 H 1.9476 1.0537 -0.2589  0.152
8 H -2.4291 -0.8936 -0.2493  0.338
9 H 1.0777 -1.7452 0.3801  0.359
10 H -1.9092 0.9088 0.0335  0.167

The calculation puts the energy at -6622.208 eV. As for the SMILES: [H]/N=C\N/C=N/[H]. For the energy above the lowest of the compared OMol25 structures with the same formula, charge and spin, the calculation gives 263.3 kJ/mol. The calculation puts the HOMO-LUMO gap at 0.3613 Ha. The HOMO energy comes out at -9.59 eV.

=====

(5)
Below is a gas-phase ion, C4H6N2 (charge +2) at a distorted geometry, with properties calculated with ωB97M-V/def2-TZVPD.

Each line ends with the natural charge from an NBO analysis.
Geometry (Å):
1 N -2.4481 0.7300 1.3963  -0.677
2 N 1.1237 -0.4278 -0.6101  -0.234
3 C 1.9672 -1.3558 -0.6866  0.368
4 C 2.1244 0.0125 -1.4667  -0.115
5 C -1.2508 0.4671 0.7569  0.115
6 C -0.2542 -0.0392 0.2830  0.261
7 H 2.0121 -2.4117 -0.6377  0.304
8 H -2.7074 -0.1767 1.6395  0.482
9 H 2.0130 -0.0146 -2.5383  0.260
10 H -2.1975 1.2874 2.1995  0.495
11 H -3.0720 1.1413 0.7084  0.498
12 H 2.6896 0.7874 -1.0441  0.243

The calculation puts the energy at -7199.445 eV. As for the SMILES: [NH3+]C#C[N+]1=CC1. For the energy above the lowest of the compared OMol25 structures with the same formula, charge and spin, the calculation gives 497.2 kJ/mol. The calculation puts the HOMO-LUMO gap at 0.3989 Ha. The HOMO energy comes out at -20.72 eV. Its charge is +2.

=====

(6)
Below is C4H2O in the gas phase at a distorted geometry, with properties calculated with ωB97M-V/def2-TZVPD.

Each line ends with the Mulliken spin population.
Geometry (Å):
1 O 2.2334 0.1875 0.2277  0.145
2 C -1.4110 -0.0699 0.5578  0.286
3 C 1.1936 0.1198 -0.3267  0.061
4 C -0.1354 -0.3007 0.0189  0.649
5 C -1.2428 -1.0686 -0.3782  0.793
6 H -1.9570 0.7053 1.2520  0.012
7 H 1.3193 0.4266 -1.3514  0.055

The calculation puts the energy at -6219.600 eV. The multiplicity is 3. For the energy above the lowest of the compared OMol25 structures with the same formula, charge and spin, the calculation gives 91.8 kJ/mol. The calculation puts the HOMO-LUMO gap (spin up / spin down) at 0.2530 / 0.2492 Ha. The HOMO energy (spin up / spin down) comes out at -6.66 / -9.68 eV.

=====

(7)
Below is 2 unconnected molecules or ions with the total composition C4H13N3O at a distorted geometry, with properties calculated with ωB97M-V/def2-TZVPD.

Each line ends with the natural charge from an NBO analysis.
Geometry (Å):
1 O -1.8349 -0.3533 -0.0872  -0.594
2 N -0.4409 0.8314 -2.3282  -0.853
3 N -0.9396 0.7021 0.0095  -0.336
4 N 0.7424 -0.7245 -0.9489  -0.868
5 C 0.1264 0.5975 -1.0127  0.368
6 C 0.1981 -0.7566 2.3315  -0.380
7 C 1.1622 1.6716 -0.6966  -0.633
8 C -0.5614 -1.8112 1.9880  -0.465
9 H -0.4987 0.6320 0.9589  0.339
10 H 0.1363 -1.3962 -1.4109  0.364
11 H -1.2718 0.2549 -2.4331  0.368
12 H -0.1190 -0.0559 3.0907  0.203
13 H -0.7379 1.7974 -2.4133  0.361
14 H 1.8432 1.7730 -1.5393  0.225
15 H 1.2041 -0.6511 1.9545  0.213
16 H 1.7256 1.3967 0.1922  0.215
17 H 1.6176 -0.7156 -1.4572  0.368
18 H -1.4817 -2.0234 2.5168  0.212
19 H 0.6645 2.6240 -0.5248  0.225
20 H -0.1420 -2.6181 1.4021  0.216
21 H -1.3926 -1.1747 0.4079  0.455

The calculation puts the energy at -10874.189 eV. As for the SMILES: CC(N)(N)NO.C=C. For the energy above the lowest of the compared OMol25 structures with the same formula, charge and spin, the calculation gives 336.6 kJ/mol. The calculation puts the HOMO-LUMO gap at 0.3696 Ha. The HOMO energy comes out at -9.05 eV.

=====

(8)
Below is a molecular structure, C4H4O, with properties calculated with ωB97M-V/def2-TZVPD.

Each line ends with the natural charge from an NBO analysis.
Geometry (Å):
1 O -1.0746 0.6051 0.9034  -0.553
2 C 1.0998 -0.0376 -0.0366  -0.058
3 C -0.2693 0.3908 -0.2767  -0.071
4 C -1.3813 -0.5925 -0.3365  -0.225
5 C 2.2411 -0.3755 0.1390  -0.179
6 H -0.3415 1.2891 -0.8890  0.219
7 H 3.2492 -0.6863 0.3065  0.239
8 H -2.2167 -0.1525 -0.8987  0.160
9 H -1.3067 -0.4407 1.0885  0.468

The calculation puts the energy at -6253.669 eV. For the energy above the lowest of the compared OMol25 structures with the same formula, charge and spin, the calculation gives 551.0 kJ/mol. The calculation puts the HOMO-LUMO gap at 0.3791 Ha. The HOMO energy comes out at -9.57 eV.